1.
This record from the OMol25 dataset describes a structure of composition CsNO3. The level of theory is the ωB97M-V functional and the def2-TZVPD basis.

```
5
CsNO3, DFT the ωB97M-V functional and the def2-TZVPD basis
N -0.55 0.24 1.16
O -0.24 1.15 1.91
Cs 2.23 -1.00 -4.60
O -1.12 -0.76 1.56
O -0.32 0.36 -0.03
```

The spin multiplicity is 1. For the frontier orbital gap, the calculation gives 3.820 eV. The net charge is 0. The HOMO energy is -5.95 eV.

Partial charges, Löwdin, in e:
1. N -0.729
2. O -0.069
3. Cs 0.984
4. O -0.067
5. O -0.119

---

2.
This record from the OMol25 dataset describes a structure of composition CsO8S2. The level of theory is the ωB97M-V functional and the def2-TZVPD basis.

```
11
CsO8S2, DFT the ωB97M-V functional and the def2-TZVPD basis
O -1.42 2.33 -1.05
O -2.33 1.94 -3.29
O 2.14 -0.68 2.81
O 3.58 -0.65 0.90
Cs -0.88 -0.70 0.72
S 2.67 -1.52 1.69
O 3.41 -2.69 2.23
O -2.42 0.17 -1.63
O -3.81 2.16 -1.38
O 1.56 -2.01 0.85
S -2.50 1.65 -1.84
```

The spin multiplicity is 1. For the frontier orbital gap, the calculation gives 4.281 eV. The net charge is -3. The HOMO energy is 1.65 eV.

Löwdin atomic charge list, values in e, 6 entries:
1. O -0.511
2. O -0.497
3. O -0.516
4. O -0.485
5. Cs 1.102
6. S 0.120

---

3.
This record from the OMol25 dataset describes a structure of composition CuH10O5. The level of theory is the ωB97M-V functional and the def2-TZVPD basis.

```
16
CuH10O5, DFT the ωB97M-V functional and the def2-TZVPD basis
H -16.35 16.48 0.83
H -15.59 16.73 2.11
H -14.90 18.48 -2.15
O -15.82 17.15 1.27
H -18.34 18.11 1.19
H -14.90 20.30 0.81
O -15.87 18.51 -2.00
H -13.52 17.34 -0.14
H -15.40 20.65 -0.57
O -15.69 20.30 0.31
H -18.71 17.65 -0.21
H -16.21 19.01 -2.76
O -13.44 18.23 -0.46
O -18.20 18.33 0.27
H -13.31 18.75 0.32
Cu -16.27 18.60 0.00
```

The spin multiplicity is 1. For the frontier orbital gap, the calculation gives 8.474 eV. The net charge is +1. The HOMO energy is -12.11 eV.

Löwdin atomic charge list, values in e, 6 entries:
1. H 0.080
2. H 0.105
3. H 0.078
4. O -0.020
5. H 0.081
6. H 0.062

---

4.
This record from the OMol25 dataset describes a structure of composition CuH2O. The level of theory is the ωB97M-V functional and the def2-TZVPD basis.

```
4
CuH2O, DFT the ωB97M-V functional and the def2-TZVPD basis
O -0.11 -0.04 -0.09
Cu -2.10 -0.13 -0.53
H 1.58 0.30 1.31
H 0.63 -0.13 -0.69
```

The spin multiplicity is 2. As for the expectation value of S²: 0.75. For the frontier orbital gap (spin up / spin down), the calculation gives 6.887 / 7.564 eV. The net charge is 0. The HOMO energy (spin up / spin down) is -8.36 / -9.15 eV.

Partial charges, Löwdin, in e:
1. O -0.543
2. Cu 0.562
3. H 0.086
4. H -0.106

---

5.
This record from the OMol25 dataset describes a structure of composition F10K3N5Na2O20S10. The level of theory is the ωB97M-V functional and the def2-TZVPD basis.

```
50
F10K3N5Na2O20S10, DFT the ωB97M-V functional and the def2-TZVPD basis
N 28.72 9.87 -28.32
N 29.18 5.81 -28.47
S 28.05 5.73 -29.42
F 24.34 6.63 -27.59
O 26.16 9.87 -28.32
S 28.44 10.19 -29.99
O 27.47 4.50 -29.89
N 22.90 6.85 -29.64
O 24.40 4.65 -28.72
K 26.38 2.18 -28.42
F 35.16 -0.66 -29.34
O 31.19 6.90 -29.87
K 33.97 7.19 -30.92
O 22.29 5.40 -27.48
N 34.64 1.39 -28.13
N 34.08 3.64 -33.76
Na 26.87 8.06 -32.63
F 31.45 5.06 -28.50
S 23.38 5.67 -28.43
O 34.94 6.13 -33.90
O 32.76 5.19 -32.18
Na 29.52 7.94 -27.35
O 27.49 11.83 -27.41
O 32.17 2.21 -28.07
O 25.02 6.35 -31.01
O 34.91 1.06 -30.80
O 28.49 11.62 -30.35
O 33.87 3.46 -29.40
O 33.23 5.48 -35.62
F 27.62 9.65 -26.40
O 22.92 4.94 -31.23
S 34.26 0.59 -29.60
F 35.35 4.48 -35.43
O 27.95 6.87 -30.32
F 32.87 2.88 -32.04
F 33.99 3.39 -27.15
O 31.58 3.67 -33.76
F 27.03 6.13 -28.20
O 30.45 4.56 -30.56
O 33.00 -0.10 -29.68
S 30.44 5.69 -29.60
S 23.56 6.21 -30.84
F 29.80 9.62 -30.51
F 22.92 7.19 -31.95
S 33.58 2.49 -28.38
S 34.18 5.09 -34.59
S 32.76 4.08 -33.11
K 29.58 3.37 -26.86
O 27.41 9.40 -30.63
S 27.42 10.45 -27.85
```

The spin multiplicity is 2. As for the expectation value of S²: 0.76. For the frontier orbital gap (spin up / spin down), the calculation gives 5.479 / 1.390 eV. The net charge is +1. The HOMO energy (spin up / spin down) is -10.84 / -10.84 eV.

Löwdin atomic charge list, values in e, 6 entries:
1. N -0.316
2. N -0.359
3. S 0.441
4. F -0.139
5. O -0.268
6. S 0.613

---

6.
This record from the OMol25 dataset describes a structure of composition F10KN5O20S10. The level of theory is the ωB97M-V functional and the def2-TZVPD basis.

```
46
F10KN5O20S10, DFT the ωB97M-V functional and the def2-TZVPD basis
S -20.55 18.69 9.38
O -19.16 10.92 16.97
O -17.88 12.96 17.66
O -21.06 23.23 18.70
O -10.97 15.76 17.81
F -21.36 19.06 18.94
S -17.94 11.50 17.58
N -10.57 22.63 9.65
F -11.60 20.00 18.49
O -20.80 15.82 8.12
S -19.96 22.44 18.19
O -21.00 19.46 10.55
O -10.56 25.19 8.77
O -22.43 20.89 17.89
O -12.81 23.76 9.84
N -19.99 20.82 18.58
N -17.27 10.59 18.83
N -12.18 18.16 17.27
O -11.05 23.37 7.06
K -17.17 18.73 14.70
F -20.14 15.06 10.45
O -22.11 16.39 10.11
O -10.23 16.81 15.69
O -12.65 21.41 8.67
O -10.03 19.44 16.68
F -12.42 15.99 16.07
F -12.33 21.81 10.99
O -21.38 18.59 8.17
S -12.11 22.49 9.57
S -11.21 16.78 16.77
N -19.63 17.54 9.86
S -17.88 11.28 19.96
S -10.51 23.78 8.35
O -10.27 18.16 18.86
F -16.87 11.30 16.42
S -10.91 18.80 17.69
O -17.14 12.42 20.43
O -19.35 22.66 16.87
F -17.52 10.08 20.93
F -19.40 19.71 9.08
S -20.79 16.31 9.51
O -19.37 11.32 20.13
F -18.74 22.89 19.25
S -21.43 20.64 18.93
O -21.67 20.96 20.34
F -8.92 23.65 8.03
```

The spin multiplicity is 1. For the frontier orbital gap, the calculation gives 7.862 eV. The net charge is -4. The HOMO energy is -3.07 eV.

Löwdin atomic charge list, values in e, 6 entries:
1. S 0.436
2. O -0.322
3. O -0.308
4. O -0.307
5. O -0.319
6. F -0.201

---

Max |F| for the records above, in order: 3.5, 2.0, 3.4, 2.5, 9.6, 10.0 eV Å⁻¹